{
  "formula": "C47H117N3O23",
  "method": "the ωB97M-V functional and the def2-TZVPD basis",
  "e_homo_ev": -8.1,
  "total_charge": 0,
  "orbital_gap_ev": 8.39,
  "e_tot_ev": -102184.5495,
  "symbols": ["C", "C", "O", "O", "H", "H", "H", "H", "H", "H", "C", "C", "O", "O", "H", "H", "H", "H", "H", "H", "C", "C", "O", "O", "H", "H", "H", "H", "H", "H", "C", "C", "O", "O", "H", "H", "H", "H", "H", "H", "C", "C", "O", "O", "H", "H", "H", "H", "H", "H", "C", "C", "O", "O", "H", "H", "H", "H", "H", "H", "C", "C", "O", "O", "H", "H", "H", "H", "H", "H", "C", "C", "O", "O", "H", "H", "H", "H", "H", "H", "C", "C", "O", "O", "H", "H", "H", "H", "H", "H", "C", "C", "O", "O", "H", "H", "H", "H", "H", "H", "C", "C", "C", "C", "C", "C", "N", "O", "C", "C", "C", "H", "H", "H", "H", "H", "H", "H", "H", "H", "H", "H", "H", "H", "H", "H", "H", "H", "H", "H", "C", "C", "C", "C", "C", "C", "N", "O", "C", "C", "C", "H", "H", "H", "H", "H", "H", "H", "H", "H", "H", "H", "H", "H", "H", "H", "H", "H", "H", "H", "C", "C", "C", "C", "C", "C", "N", "O", "C", "C", "C", "H", "H", "H", "H", "H", "H", "H", "H", "H", "H", "H", "H", "H", "H", "H", "H", "H", "H", "H"],
  "positions_angstrom": [[3.379, 0.747, -3.238], [3.359, 1.331, -4.672], [3.422, 2.712, -4.692], [4.587, 1.202, -2.561], [3.577, -0.319, -3.346], [2.433, 0.966, -2.744], [2.570, 0.772, -5.176], [4.219, 0.929, -5.206], [2.852, 3.027, -5.397], [5.126, 1.774, -3.113], [-3.485, 4.999, -3.124], [-3.211, 4.318, -1.746], [-3.845, 5.028, -0.647], [-3.363, 4.244, -4.288], [-2.821, 5.863, -3.151], [-4.506, 5.368, -3.031], [-2.142, 4.140, -1.631], [-3.564, 3.288, -1.686], [-4.702, 5.374, -0.907], [-2.697, 3.602, -4.030], [1.288, -2.288, -4.689], [-0.031, -2.003, -5.411], [-1.073, -2.601, -4.687], [2.403, -1.691, -5.521], [1.371, -3.371, -4.603], [1.401, -1.797, -3.722], [-0.083, -2.430, -6.412], [-0.183, -0.934, -5.562], [-1.955, -2.464, -5.042], [2.784, -2.432, -5.997], [3.523, 3.440, 2.060], [3.043, 4.887, 2.428], [2.494, 5.765, 1.441], [4.739, 3.417, 1.285], [2.697, 2.917, 1.577], [3.673, 2.878, 2.982], [3.834, 5.400, 2.976], [2.301, 4.947, 3.224], [2.617, 5.389, 0.566], [4.472, 3.531, 0.370], [-3.811, 2.553, 3.575], [-2.456, 3.273, 3.988], [-2.104, 3.104, 5.328], [-5.003, 3.115, 4.284], [-3.645, 1.530, 3.912], [-3.856, 2.626, 2.489], [-2.288, 4.324, 3.755], [-1.610, 2.982, 3.365], [-2.746, 3.659, 5.778], [-5.323, 3.907, 3.846], [0.967, -5.830, -4.689], [0.223, -5.482, -3.389], [-1.104, -5.094, -3.656], [2.370, -5.945, -4.525], [0.748, -5.105, -5.473], [0.536, -6.777, -5.017], [0.635, -4.674, -2.784], [0.098, -6.271, -2.647], [-1.194, -4.174, -3.917], [2.612, -6.807, -4.177], [-0.245, 2.231, -4.703], [-0.111, 3.470, -5.489], [1.261, 3.366, -6.051], [-1.487, 2.247, -3.965], [0.647, 2.078, -4.095], [-0.376, 1.481, -5.483], [-0.166, 4.295, -4.778], [-0.757, 3.565, -6.362], [1.241, 4.177, -6.565], [-1.272, 1.737, -3.181], [2.320, 4.527, -2.080], [2.899, 5.922, -2.403], [1.912, 6.728, -2.956], [3.299, 3.895, -1.172], [2.044, 3.965, -2.973], [1.372, 4.648, -1.556], [3.756, 5.847, -3.072], [3.315, 6.514, -1.587], [1.948, 7.604, -2.564], [3.743, 3.226, -1.697], [-6.539, 2.007, 0.943], [-7.879, 2.840, 0.584], [-8.341, 3.637, 1.653], [-6.846, 0.885, 1.645], [-5.899, 2.723, 1.458], [-5.959, 1.618, 0.106], [-8.635, 2.163, 0.189], [-7.454, 3.410, -0.242], [-8.307, 3.085, 2.438], [-7.428, 1.029, 2.395], [-5.849, -2.468, -6.079], [-4.887, -1.913, -4.933], [-3.593, -1.762, -5.511], [-5.174, -3.353, -7.075], [-6.272, -1.673, -6.693], [-6.847, -2.763, -5.755], [-4.917, -2.744, -4.228], [-5.194, -1.001, -4.422], [-3.610, -1.116, -6.221], [-4.604, -4.033, -6.709], [-0.441, -2.594, 4.129], [-0.931, -2.088, 5.531], [-0.177, -2.896, 6.546], [1.340, -2.593, 6.725], [1.664, -1.110, 6.756], [0.802, -0.171, 5.883], [-0.667, -0.638, 5.778], [-1.530, 0.227, 5.091], [0.686, 1.068, 6.732], [1.476, 0.046, 4.482], [-2.455, -2.418, 5.864], [-1.123, -3.356, 3.754], [0.603, -2.899, 4.054], [-0.655, -1.666, 3.598], [-0.627, -2.755, 7.529], [-0.321, -3.969, 6.417], [1.915, -3.010, 5.898], [1.718, -3.124, 7.599], [2.672, -0.894, 6.400], [1.764, -0.898, 7.820], [0.344, 0.888, 7.751], [1.618, 1.631, 6.685], [-0.118, 1.698, 6.352], [2.398, 0.627, 4.511], [1.812, -0.887, 4.031], [0.819, 0.511, 3.746], [-3.122, -2.269, 5.015], [-2.915, -1.768, 6.608], [-2.530, -3.485, 6.073], [-1.949, 0.546, 5.894], [3.094, -5.303, 0.232], [3.151, -4.167, 1.307], [3.231, -4.915, 2.725], [3.822, -3.901, 3.847], [5.169, -3.198, 3.464], [4.980, -2.472, 2.059], [4.365, -3.436, 1.077], [4.470, -2.941, -0.228], [4.255, -1.069, 2.145], [6.457, -2.302, 1.549], [1.945, -3.391, 1.179], [3.980, -5.931, 0.133], [2.881, -4.955, -0.779], [2.290, -6.019, 0.402], [2.306, -5.265, 3.183], [3.770, -5.860, 2.801], [3.865, -4.415, 4.808], [3.013, -3.172, 3.883], [5.927, -3.980, 3.409], [5.319, -2.397, 4.187], [4.874, -0.180, 2.016], [3.576, -0.827, 1.327], [3.858, -0.761, 3.112], [7.138, -2.234, 2.397], [6.823, -3.264, 1.190], [6.568, -1.540, 0.778], [1.733, -3.175, 0.132], [1.970, -2.464, 1.752], [1.075, -3.918, 1.569], [4.999, -3.562, -0.733], [-1.647, -2.169, -1.024], [-2.091, -0.692, -1.108], [-3.049, -0.217, 0.110], [-2.323, 0.163, 1.415], [-1.246, 1.263, 1.069], [-0.222, 0.932, -0.035], [-0.973, 0.267, -1.173], [-0.194, 0.226, -2.306], [0.266, 2.259, -0.523], [0.912, 0.038, 0.455], [-2.943, -0.450, -2.351], [-2.513, -2.774, -0.758], [-0.989, -2.342, -0.173], [-1.310, -2.638, -1.948], [-3.563, 0.698, -0.186], [-3.923, -0.825, 0.340], [-1.881, -0.766, 1.776], [-2.937, 0.360, 2.294], [-0.718, 1.194, 2.020], [-1.817, 2.165, 0.848], [0.722, 2.957, 0.179], [0.956, 2.125, -1.356], [-0.468, 2.939, -0.956], [0.652, -0.482, 1.377], [1.210, -0.672, -0.317], [1.731, 0.610, 0.891], [-3.928, -0.913, -2.394], [-2.585, -0.939, -3.257], [-3.025, 0.631, -2.467], [0.264, -0.616, -2.351]],
  "forces_ev_per_a": [[2.079, 0.548, -1.725], [0.683, -2.266, 0.685], [-0.048, 0.453, 0.467], [-1.047, 0.249, 0.966], [-0.756, -0.188, 0.037], [0.304, 0.181, 0.613], [-0.832, 0.847, -0.254], [0.536, -0.129, 0.109], [-0.414, 0.260, -0.045], [-0.302, 0.035, -0.403], [-0.433, 0.788, 1.569], [-0.953, -0.571, -0.416], [1.473, -0.223, -0.416], [-0.064, -0.221, 0.525], [0.015, 0.307, -0.095], [-0.200, 0.157, -0.335], [0.154, 0.935, 0.683], [-0.558, -0.231, -0.523], [-0.001, -0.126, -0.369], [0.461, -0.826, -0.676], [0.963, 0.942, -1.921], [-0.205, 0.176, -0.372], [0.177, -0.286, 1.380], [-1.582, -1.089, 1.189], [0.451, 0.237, 0.227], [-0.342, -0.145, 0.025], [0.782, -0.146, -0.234], [0.018, 0.256, 0.342], [-0.357, 0.558, -0.470], [0.151, -0.010, -0.125], [-0.363, 1.271, -0.180], [0.193, 0.116, 0.980], [0.310, -0.559, -0.319], [-0.957, -0.093, 0.903], [0.022, -0.062, -0.508], [0.354, 0.249, 0.141], [0.796, 0.101, -0.616], [-0.500, -1.090, 0.024], [0.235, -0.145, -0.134], [-0.067, 0.143, -0.209], [1.071, 2.106, 1.261], [0.033, 0.186, -1.232], [-0.349, -0.228, 0.646], [1.565, -1.197, -0.686], [-0.636, 0.025, -0.036], [-0.518, -0.144, -0.001], [-1.432, 0.689, -0.096], [-0.137, -1.380, 0.012], [0.019, -0.055, 0.576], [0.281, 0.090, -0.301], [-0.331, -0.847, 0.988], [-0.775, 1.165, 0.530], [-1.076, -1.118, -0.143], [0.187, 0.418, -0.173], [0.128, 0.142, 0.143], [-0.011, -0.100, -0.290], [0.961, 0.195, -0.313], [0.519, -0.646, -0.433], [0.597, 0.380, -0.269], [-0.200, -0.027, 0.023], [-1.742, -0.896, -0.898], [1.820, 0.438, 0.044], [-1.668, 0.978, -0.033], [1.178, 0.252, 0.045], [-0.219, -0.102, 0.137], [0.558, -0.785, 0.362], [-0.090, 0.515, -0.404], [-0.472, 0.026, 0.488], [0.818, 0.053, -0.436], [-0.309, -0.389, 0.467], [0.896, 1.191, 1.420], [0.567, -0.083, 0.069], [-1.267, 0.592, -1.031], [-1.315, 0.187, -1.288], [0.756, -0.217, -0.070], [0.095, 0.117, 0.405], [0.021, -0.402, -0.410], [-0.010, -0.927, 0.907], [-0.047, -0.116, -0.067], [0.277, -0.532, -0.100], [-1.731, 1.811, -0.620], [2.770, -1.213, -0.740], [0.307, -0.114, -0.386], [-0.099, -2.173, 1.416], [0.191, 0.075, 0.378], [-0.365, 0.471, -0.549], [-0.122, -0.051, 0.112], [-0.807, 0.887, 0.048], [-0.160, 0.091, 0.254], [0.119, 0.212, 0.084], [0.577, 0.812, -1.135], [-0.937, -1.547, -1.948], [0.206, -0.239, 0.802], [-1.388, 1.404, 1.177], [0.989, 0.571, -0.479], [0.415, -1.405, 0.845], [0.895, 0.222, 0.347], [-0.386, -0.020, -0.286], [-0.249, 0.064, -0.077], [-0.131, 0.091, 0.662], [-1.819, 1.441, 0.350], [-0.300, -0.347, 0.225], [1.363, 0.061, 2.137], [-0.302, -0.558, -1.567], [0.326, -0.643, 0.120], [-1.513, -0.294, 0.067], [2.139, -2.498, 1.288], [0.362, -0.250, 0.016], [-0.552, 1.518, -0.665], [-0.201, -0.265, 0.324], [0.573, 0.469, -1.705], [0.211, -0.189, -0.050], [-0.149, 0.131, 0.180], [0.446, -0.298, -1.095], [-0.169, 0.401, 0.236], [0.050, -0.056, -0.610], [-0.193, -0.368, -0.243], [-0.080, 0.199, 0.157], [0.284, -0.424, -0.095], [-0.784, 0.939, -0.022], [0.521, -0.457, 0.037], [0.010, 0.118, 0.353], [0.274, 0.396, -0.418], [-0.078, 0.352, 0.434], [-0.278, -0.330, 0.179], [-0.223, 0.163, 0.219], [0.206, 0.095, -0.457], [0.580, -0.270, 0.507], [-0.030, 0.130, 0.443], [-0.695, 0.872, -0.538], [-0.244, -0.400, -0.339], [1.248, -3.725, 0.481], [1.445, 1.668, 1.494], [-0.437, -0.584, -1.764], [-3.068, -0.107, -1.165], [1.038, -0.312, -0.451], [1.948, -0.148, 1.561], [-0.801, 0.854, -0.259], [0.570, 0.557, -0.004], [-0.404, -0.608, 0.335], [-2.681, 1.541, 0.216], [0.374, 0.284, 0.437], [0.075, 0.515, 0.013], [-0.251, 0.127, 0.507], [-0.769, 0.576, -0.713], [0.788, 0.177, -0.940], [0.088, 0.033, 0.020], [0.155, 0.472, 0.444], [0.332, 0.439, 0.029], [0.633, -0.252, 0.104], [1.228, -0.380, -0.184], [-0.526, -0.809, 0.154], [-0.682, -0.857, 0.107], [-0.092, 1.138, 0.139], [-0.426, -0.150, -0.608], [0.170, -0.001, 0.285], [0.047, 0.326, -0.003], [0.124, 0.153, -0.112], [-0.095, -0.251, -0.103], [0.212, -0.241, 0.218], [-0.895, -0.070, 0.933], [-0.913, 0.198, 0.887], [0.329, 0.765, 0.406], [1.005, -1.164, -1.713], [-0.993, -2.349, 1.411], [-2.024, -0.789, -0.025], [-0.644, 1.669, 1.621], [0.115, -0.173, -1.026], [0.820, 1.343, -1.542], [-0.072, 0.192, 1.023], [-0.116, -0.412, -0.896], [-0.347, 0.025, -0.059], [0.485, 0.090, -0.220], [0.470, 0.457, -0.078], [0.239, 0.343, -0.638], [0.386, -0.947, -0.404], [0.829, -0.112, -0.072], [-0.357, 0.782, -0.514], [0.432, 1.424, 0.054], [0.445, 0.293, 0.225], [0.392, -0.711, 0.613], [0.420, -0.047, 0.193], [-0.837, -0.544, -0.033], [-0.662, -0.684, -0.264], [0.411, 0.119, 0.204], [0.464, 0.305, -0.823], [-0.361, 0.159, 1.132], [0.965, 0.516, -0.080], [-0.225, -0.128, -0.332], [0.255, -0.527, 0.067]]
}